[1]
33
Properties=species:S:1:pos:R:3 method="wB97M-V/def2-TZVPD" multiplicity=1 total_energy_ha=-840.76014 smiles=O.O.O.O.O.O.O.O.O.O.O total_charge=0
O 2.82253 2.43383 0.54875
H 3.59332 1.85024 0.46063
H 2.27483 2.03976 -0.14841
O -2.88921 2.52270 -1.03439
H -3.18518 1.58956 -1.09123
H -2.84617 2.83523 -1.94395
O 2.15301 -3.28996 -0.42589
H 3.03531 -2.98151 -0.65572
H 1.66706 -2.50195 -0.16416
O 1.96046 -0.70679 -2.69662
H 1.51452 -1.24769 -2.00818
H 1.23865 -0.83290 -3.32635
O -0.44894 3.94304 1.90213
H -1.38631 4.04937 2.07973
H -0.13926 4.75036 1.47669
O -2.15167 -2.69490 3.90901
H -1.27953 -2.33003 3.74053
H -2.71888 -2.54173 3.14881
O 0.65190 -4.87961 1.13206
H 0.34604 -4.64894 0.24725
H 1.34864 -4.35575 1.52397
O 3.23387 -0.17879 1.93909
H 2.45810 0.02375 2.47662
H 2.90751 0.02329 1.05719
O -0.24516 2.50380 -4.34908
H -0.98972 3.10714 -4.41651
H -0.58953 1.60356 -4.38429
O 0.43477 -0.39290 0.32724
H -0.26171 -1.02781 0.54174
H -0.17012 0.38396 0.22776
O -3.92502 0.09231 -0.20174
H -3.57819 0.95230 0.06445
H -4.83594 -0.09295 0.04286



[2]
33
Properties=species:S:1:pos:R:3 method="wB97M-V/def2-TZVPD" multiplicity=1 total_energy_ha=-840.83346 smiles=O.O.O.O.O.O.O.O.O.O.O total_charge=0
O -0.02415 -0.48297 3.30849
H 0.38917 -1.24519 2.88476
H -0.46653 -0.00459 2.59205
O -2.95528 -1.14456 -1.17720
H -2.77745 -1.56477 -0.32749
H -2.80529 -0.20010 -1.01548
O -0.11140 -0.33353 0.49032
H -0.41306 -0.20457 -0.42261
H 0.38646 0.46994 0.70551
O -0.39747 -3.70732 -1.61822
H 0.40620 -3.42684 -2.06819
H -0.92642 -2.90078 -1.54368
O 0.63643 -0.64273 -2.30344
H 0.62019 0.23118 -2.71279
H 0.88511 -1.23403 -3.02526
O 3.35639 0.54423 -1.46220
H 2.40383 0.37091 -1.50218
H 3.57439 1.00712 -2.27847
O 0.67779 2.45795 -0.07881
H 1.00048 2.79427 -0.92513
H 1.45028 2.45818 0.51444
O 0.55756 -3.23930 1.11187
H 0.43377 -3.72439 0.28083
H 0.29558 -2.32666 0.94293
O -1.71927 1.50158 -1.11192
H -0.95112 2.07088 -0.91930
H -1.97268 1.70754 -2.02076
O 1.53354 1.82623 2.52999
H 1.38328 1.09841 3.15891
H 1.68923 2.61277 3.06201
O -1.83573 1.88984 1.93738
H -1.55671 1.69502 1.03132
H -2.76711 1.64628 1.96232



[3]
33
Properties=species:S:1:pos:R:3 method="wB97M-V/def2-TZVPD" multiplicity=1 total_energy_ha=-840.82334 smiles=O.O.O.O.O.O.O.O.O.O.O total_charge=0
O -3.78448 8.69687 15.44521
H -4.62004 8.21234 15.28479
H -3.14354 8.29454 14.85065
O -5.45286 5.21165 22.14048
H -5.93190 5.26047 21.30111
H -4.52452 5.21924 21.88401
O -6.70675 4.86026 19.50992
H -6.83745 5.01967 18.55204
H -7.58987 4.92760 19.89075
O -5.74521 10.07018 18.56134
H -5.34549 9.21228 18.35288
H -5.44956 10.26466 19.45827
O -2.70322 5.22707 20.33768
H -1.82125 5.06819 20.69367
H -2.55502 5.46467 19.41654
O -6.04180 7.09076 15.30844
H -6.51588 7.48020 16.06147
H -6.59752 7.28373 14.53921
O -2.19515 8.93766 19.94774
H -1.97179 8.36782 20.69171
H -2.63316 8.35381 19.31619
O -4.99484 7.21158 18.33826
H -4.82364 6.61114 17.60368
H -5.27407 6.63409 19.06834
O -4.89227 3.78033 16.08597
H -4.75894 3.53700 15.16208
H -4.02576 4.06950 16.39204
O -7.40664 8.68646 20.78846
H -8.35868 8.58249 20.69231
H -7.04363 8.44182 19.92842
O -7.28377 5.02541 16.80292
H -7.29712 5.74821 16.15749
H -6.50366 4.48455 16.54919